{
  "formula": "C20H23ClEuOP",
  "method": "the ωB97M-V functional and the def2-TZVPD basis",
  "species": ["Eu", "Cl", "P", "C", "C", "C", "C", "C", "C", "C", "C", "C", "C", "C", "C", "C", "C", "C", "C", "C", "C", "H", "H", "H", "H", "H", "H", "H", "H", "H", "H", "H", "H", "H", "H", "H", "H", "H", "C", "C", "O", "H", "H", "H", "H", "H", "H"],
  "positions_angstrom": [[1.6006, 1.8144, 1.6419], [3.3103, 1.9142, 3.4990], [-0.2673, 0.0127, 0.2685], [-0.2626, -1.6252, -0.4619], [-0.8422, -1.8822, -1.7170], [-0.7734, -3.1724, -2.2493], [-0.1032, -4.1902, -1.5633], [0.5001, -3.9219, -0.3295], [0.4139, -2.6523, 0.2316], [-1.3859, -0.0594, 1.7401], [-1.4066, 1.0268, 2.6435], [-2.1499, 0.9343, 3.8237], [-2.8760, -0.2292, 4.0997], [-2.8544, -1.3147, 3.2140], [-2.1191, -1.2273, 2.0318], [-1.1233, 1.1835, -0.8247], [-0.4232, 2.3509, -1.1916], [-1.1078, 3.3719, -1.8520], [-2.4458, 3.2033, -2.2180], [-3.1207, 2.0172, -1.9088], [-2.4687, 1.0095, -1.1924], [-0.8703, 1.9727, 2.4319], [-2.1471, 1.7761, 4.5261], [-3.4565, -0.2894, 5.0197], [-3.4031, -2.2290, 3.4530], [-2.0838, -2.0709, 1.3438], [-1.3367, -1.0809, -2.2592], [-1.2450, -3.3821, -3.2071], [-0.0441, -5.1907, -1.9865], [1.0383, -4.7101, 0.1956], [0.8596, -2.4417, 1.2070], [0.6522, 2.4491, -0.9560], [-0.5878, 4.3048, -2.0784], [-2.9579, 4.0004, -2.7577], [-4.1574, 1.8778, -2.2170], [-3.0045, 0.1017, -0.9018], [0.2768, -1.4956, -5.9137], [0.1148, -0.7730, -6.0335], [5.4241, 1.6314, 0.5440], [4.5964, 0.4189, 0.1741], [3.1864, 0.8470, 0.1027], [5.4648, 2.3629, -0.2721], [6.4528, 1.3178, 0.7584], [5.0035, 2.1210, 1.4370], [4.8349, -0.0092, -0.7972], [4.6549, -0.3460, 0.9583], [2.6401, 0.2727, -0.4569]],
  "largest_force_ha_per_bohr": 0.038,
  "total_charge": 2,
  "orbital_gap_ev": [4.7, 8.4],
  "lumo_ev": [-10.51, -6.95],
  "multiplicity": 7,
  "total_energy_ha": -2362.42484
}

---

{
  "formula": "C23H46Cl2GeN4O6Ti",
  "method": "the ωB97M-V functional and the def2-TZVPD basis",
  "species": ["Ti", "C", "C", "C", "C", "O", "Ge", "O", "C", "C", "C", "C", "O", "C", "C", "C", "C", "H", "H", "H", "H", "H", "H", "H", "H", "H", "H", "H", "H", "H", "H", "H", "H", "H", "H", "H", "H", "H", "H", "H", "H", "H", "H", "H", "Cl", "C", "Cl", "H", "H", "C", "C", "N", "H", "H", "H", "C", "C", "C", "C", "C", "C", "O", "N", "C", "O", "N", "C", "O", "H", "H", "H", "H", "H", "H", "H", "H", "H", "H", "H", "N", "H", "H", "H"],
  "positions_angstrom": [[0.6455, 0.4098, -0.1465], [1.6119, 0.8727, -3.6404], [1.1016, 2.0886, -2.9059], [-0.1357, 2.6514, -3.5805], [2.1903, 3.1306, -2.7343], [0.6867, 1.6690, -1.5138], [-0.3749, 3.1282, -0.3916], [0.7648, 2.0675, 0.8831], [1.0282, 2.8132, 2.1571], [1.8679, 4.0260, 1.7916], [-0.3117, 3.2195, 2.7506], [1.7818, 1.9224, 3.1136], [-1.6004, 1.8131, -0.2326], [-3.0528, 2.0379, -0.2635], [-3.3472, 3.5077, 0.0060], [-3.6474, 1.1650, 0.8237], [-3.5881, 1.6401, -1.6271], [2.0535, 1.2174, -4.5770], [2.3814, 0.3517, -3.0742], [0.8097, 0.1760, -3.8940], [0.1041, 2.8637, -4.6233], [-0.9569, 1.9333, -3.5736], [-0.4749, 3.5918, -3.1406], [2.3036, 3.6780, -3.6713], [1.9456, 3.8600, -1.9601], [3.1497, 2.6713, -2.4957], [1.3271, 4.7482, 1.1786], [2.1629, 4.5419, 2.7065], [2.7723, 3.7237, 1.2651], [-0.9227, 3.8107, 2.0636], [-0.8988, 2.3569, 3.0661], [-0.1350, 3.8545, 3.6196], [2.7874, 1.7072, 2.7571], [1.8744, 2.4539, 4.0618], [1.2620, 0.9845, 3.3013], [-2.9162, 3.8330, 0.9558], [-2.9787, 4.1532, -0.7961], [-4.4240, 3.6681, 0.0688], [-3.3445, 1.5121, 1.8141], [-4.7368, 1.1915, 0.7763], [-3.3346, 0.1252, 0.6992], [-3.0451, 2.1471, -2.4277], [-3.5461, 0.5605, -1.7935], [-4.6353, 1.9330, -1.7116], [3.5697, 1.2997, -0.1527], [4.1937, -0.0281, 0.8448], [2.8622, -0.8312, 1.7150], [4.8820, 0.3835, 1.5715], [4.6672, -0.7567, 0.2006], [-1.9600, -0.8103, 3.6409], [-1.1539, -0.3648, 2.5042], [-0.5254, -0.0237, 1.6119], [-2.4515, -1.7394, 3.3621], [-2.6913, -0.0457, 3.8978], [-1.3062, -0.9901, 4.4936], [-1.6426, -4.3608, -1.6619], [-1.0093, -5.1354, -0.5123], [0.2285, -4.4361, 0.0835], [0.7842, -5.2647, 1.2609], [2.0290, -4.6868, 1.9166], [1.2984, -4.3986, -0.9987], [1.6763, -5.3597, -1.5988], [1.8451, -3.1310, -1.3221], [1.3616, -2.0104, -0.7788], [1.8177, -0.8546, -1.1579], [0.4243, -1.9173, 0.1275], [-0.2030, -3.0630, 0.6197], [-1.1133, -2.9848, 1.4073], [-2.5022, -4.8912, -2.0684], [-0.9400, -4.2195, -2.4896], [-2.0064, -3.3820, -1.3296], [-0.6858, -6.1197, -0.8498], [-1.7216, -5.2798, 0.2993], [0.9804, -6.2623, 0.8664], [-0.0275, -5.3509, 1.9839], [2.8671, -4.6088, 1.2183], [2.3564, -5.3264, 2.7347], [1.8404, -3.6949, 2.3403], [2.5534, -3.0909, -2.0446], [-0.9182, -0.4378, -1.5457], [-1.3349, 0.3515, -2.0306], [-1.6637, -0.8789, -1.0122], [-0.5854, -1.1094, -2.2315]],
  "largest_force_ha_per_bohr": 0.028,
  "total_charge": 2,
  "orbital_gap_ev": 7.8,
  "lumo_ev": -7.29,
  "multiplicity": 1,
  "total_energy_ha": -5420.93886
}

---

{
  "formula": "C13H16INO7P2PbSe",
  "method": "the ωB97M-V functional and the def2-TZVPD basis",
  "species": ["Pb", "C", "C", "O", "P", "O", "O", "O", "P", "O", "O", "O", "H", "H", "H", "H", "H", "H", "H", "I", "C", "C", "C", "C", "C", "N", "H", "H", "H", "H", "Se", "C", "C", "C", "C", "C", "C", "H", "H", "H", "H", "H"],
  "positions_angstrom": [[-0.3178, -0.3428, -1.1482], [-1.9029, 2.2291, 2.2779], [-0.4676, 2.4288, 1.8358], [0.1061, 3.4643, 2.6332], [0.5308, 0.9138, 2.0584], [2.0104, 1.3755, 1.8117], [0.5497, 0.5067, 3.5873], [0.0497, -0.2162, 1.2051], [-0.2778, 2.8464, 0.0500], [-1.0328, 4.2400, -0.1315], [1.2057, 3.0014, -0.1448], [-1.0296, 1.8141, -0.7585], [-1.9317, 2.0345, 3.3510], [-2.3661, 1.4014, 1.7437], [-2.4695, 3.1376, 2.0766], [0.9510, 3.7243, 2.2431], [2.0095, 1.9815, 1.0159], [0.0004, -0.2689, 3.7572], [-0.4132, 4.9669, -0.2590], [2.1033, -2.9754, -0.1249], [3.2593, -1.2169, -0.0798], [4.3363, -1.1378, 0.7915], [5.0811, 0.0282, 0.7717], [4.7224, 1.0484, -0.0975], [3.6183, 0.8638, -0.9103], [2.8953, -0.2602, -0.9043], [4.5768, -1.9568, 1.4531], [5.9303, 0.1396, 1.4332], [5.2784, 1.9745, -0.1381], [3.2794, 1.6424, -1.5828], [-2.7141, -1.5703, -0.8854], [-3.7108, -0.3565, 0.2131], [-4.0513, -0.7252, 1.5129], [-4.8369, 0.1108, 2.2952], [-5.2875, 1.3225, 1.7895], [-4.9465, 1.6934, 0.4960], [-4.1633, 0.8606, -0.2906], [-3.7042, -1.6731, 1.9039], [-5.1003, -0.1895, 3.3018], [-5.9022, 1.9725, 2.3988], [-5.2899, 2.6379, 0.0929], [-3.8991, 1.1541, -1.2976]],
  "largest_force_ha_per_bohr": 0.002,
  "orbital_gap_ev": 8.0,
  "relative_energy_kj_mol": 0.0,
  "lumo_ev": 0.20,
  "multiplicity": 1,
  "total_energy_ha": -4661.39281
}

---

{
  "formula": "C4H10N2O2",
  "method": "the ωB97M-V functional and the def2-TZVPD basis",
  "species": ["O", "C", "O", "C", "H", "H", "H", "C", "C", "N", "N", "H", "H", "H", "H", "H", "H", "H"],
  "positions_angstrom": [[1.2753, 1.5488, 0.5679], [1.8725, 0.9239, -0.3094], [1.7418, -0.3429, -0.5045], [2.8224, 1.6226, -1.2496], [2.5464, 1.4002, -2.2754], [2.8521, 2.6803, -1.0301], [3.8133, 1.1950, -1.1044], [-1.2767, -1.2953, 0.7224], [-2.2796, -0.4851, 0.4274], [-3.5264, -0.9136, -0.0518], [-0.0054, -0.7954, 1.1689], [-1.3470, -2.3562, 0.5694], [-2.1983, 0.5879, 0.5721], [-4.0475, -0.1741, -0.4902], [-3.4789, -1.7306, -0.6422], [0.8440, -0.6799, 0.2772], [0.4282, -1.3608, 1.8861], [-0.0363, 0.1751, 1.4662]],
  "largest_force_ha_per_bohr": 0.019,
  "orbital_gap_ev": 9.3,
  "relative_energy_kj_mol": 162.5,
  "lumo_ev": 0.84,
  "multiplicity": 1,
  "total_energy_ha": -418.39906
}

---

{
  "formula": "C5H8O",
  "method": "the ωB97M-V functional and the def2-TZVPD basis",
  "species": ["C", "C", "C", "C", "O", "C", "H", "H", "H", "H", "H", "H", "H", "H"],
  "positions_angstrom": [[-1.4690, 0.0826, -0.7531], [-0.0508, -0.4084, -0.5199], [1.1379, 0.5859, -0.5370], [1.6821, 0.0651, 0.7983], [-0.0383, 0.3301, 1.7509], [0.4004, -0.7481, 0.9023], [-1.7061, 0.9142, -0.0827], [-2.1997, -0.7156, -0.5779], [-1.5911, 0.4297, -1.7854], [0.1702, -1.2604, -1.1738], [0.9027, 1.6556, -0.5378], [1.8841, 0.4106, -1.3225], [0.6082, 0.3923, 2.4784], [0.2692, -1.7337, 1.3601]],
  "largest_force_ha_per_bohr": 0.005,
  "orbital_gap_ev": 9.1,
  "relative_energy_kj_mol": 460.0,
  "lumo_ev": 0.51,
  "multiplicity": 1,
  "total_energy_ha": -270.38267
}

---

{
  "formula": "C16H19BiNO2Te4",
  "method": "the ωB97M-V functional and the def2-TZVPD basis",
  "species": ["Bi", "O", "C", "C", "C", "C", "C", "C", "N", "H", "H", "H", "H", "H", "H", "H", "Te", "Te", "Te", "Te", "C", "C", "C", "C", "C", "C", "C", "O", "C", "C", "C", "H", "H", "H", "H", "H", "H", "H", "H", "H", "H", "H", "H"],
  "positions_angstrom": [[0.5225, 0.1614, 0.5297], [-0.0685, 1.0775, 3.2031], [1.0181, 1.9474, 3.6019], [1.2978, 2.8561, 2.4089], [1.6811, 4.1876, 2.6562], [1.7848, 5.0673, 1.6044], [1.4901, 4.6147, 0.3349], [1.2119, 3.3003, 0.1419], [1.1366, 2.4069, 1.1456], [-0.0989, 0.2764, 3.7339], [1.9174, 1.4006, 3.8464], [0.7086, 2.5015, 4.5056], [1.7685, 4.4848, 3.6971], [1.9381, 6.1279, 1.8315], [1.4883, 5.3071, -0.4872], [0.9185, 2.9103, -0.8334], [1.4069, 0.4236, -2.1265], [4.0608, 0.0536, -1.9222], [3.7632, -2.2043, -0.6000], [2.8571, -0.9647, 1.6290], [-0.5053, -1.9898, -4.3340], [-0.9199, -2.0567, -2.8920], [-0.2763, -2.9182, -2.0268], [-0.6130, -2.8857, -0.6783], [0.1309, -3.7759, 0.2511], [-1.6410, -2.0409, -0.2272], [-1.9535, -1.9072, 1.2318], [-1.0662, -1.8126, 2.0607], [-2.3278, -1.1979, -1.0888], [-3.4156, -0.2496, -0.6236], [-1.9675, -1.2314, -2.4355], [-1.2458, -2.4314, -5.0179], [0.4187, -2.5332, -4.4627], [-0.3404, -0.9791, -4.6512], [0.5418, -3.5598, -2.3553], [0.6682, -4.5475, -0.2985], [-0.5714, -4.2467, 0.9670], [0.8320, -3.1808, 0.7932], [-3.0239, -1.8588, 1.5292], [-3.0650, 0.4991, 0.0898], [-4.2194, -0.7737, -0.1311], [-3.8109, 0.2970, -1.4665], [-2.4315, -0.5550, -3.1342]],
  "largest_force_ha_per_bohr": 0.025,
  "total_charge": 1,
  "orbital_gap_ev": 7.1,
  "relative_energy_kj_mol": 0.0,
  "lumo_ev": -3.49,
  "multiplicity": 1,
  "total_energy_ha": -2112.86108
}

---

{
  "formula": "C4H4N3OS2",
  "method": "the ωB97M-V functional and the def2-TZVPD basis",
  "species": ["C", "C", "C", "C", "N", "N", "N", "O", "S", "S", "H", "H", "H", "H"],
  "positions_angstrom": [[-0.4869, 0.0535, 0.4293], [-1.5628, -0.8646, 0.4041], [3.1530, -0.0077, 0.4840], [0.0337, 2.1240, -0.6474], [0.6645, -0.5558, 0.1301], [0.4509, -1.8425, -0.0215], [-0.8524, -1.9986, 0.2678], [-0.7304, 1.3917, 0.4114], [-3.2625, -0.7615, 0.1679], [3.4765, -1.5272, 0.6295], [-0.3017, 3.1611, -0.4218], [-0.4049, 1.7186, -1.5084], [1.0365, 1.9629, -0.5833], [-1.2136, -2.8539, 0.2582]],
  "largest_force_ha_per_bohr": 0.098,
  "total_charge": -1,
  "orbital_gap_ev": 6.0,
  "relative_energy_kj_mol": 322.2,
  "lumo_ev": 3.06,
  "multiplicity": 1,
  "total_energy_ha": -1190.61724
}

---

{
  "formula": "C7H9FNOP",
  "method": "the ωB97M-V functional and the def2-TZVPD basis",
  "species": ["H", "N", "C", "C", "C", "C", "C", "C", "O", "P", "C", "F", "H", "H", "H", "H", "H", "H", "H", "H"],
  "positions_angstrom": [[-1.0222, -0.5395, -1.8614], [-1.3550, -1.3846, -1.1946], [-0.5669, -1.3262, -0.1632], [-0.4791, -2.3606, 0.8150], [-0.2109, -2.1915, 2.1222], [0.2417, -0.9059, 2.5379], [0.5371, 0.0608, 1.6627], [0.5255, -0.2626, 0.1453], [0.4694, 0.9754, -0.5311], [0.4179, 1.1943, -2.1839], [-0.4051, 2.7596, -1.9963], [1.9796, 1.9208, -2.2347], [-1.0623, -3.2589, 0.5375], [-0.4689, -2.9503, 2.8730], [0.2969, -0.7238, 3.6056], [1.0888, 0.9805, 1.8816], [1.4183, -0.7880, -0.0655], [-0.0609, 3.1904, -2.8497], [-1.4626, 2.6157, -2.0093], [0.1189, 2.9946, -1.0910]],
  "largest_force_ha_per_bohr": 0.074,
  "orbital_gap_ev": 8.6,
  "lumo_ev": -0.34,
  "smiles": "[H]/N=C1/C=CC=C[C@@H]1OP(C)F",
  "multiplicity": 1,
  "total_energy_ha": -843.30304
}